C6H12 | wB97M-V/def2-TZVPD

Each line ends with the natural charge from an NBO analysis.
Geometry (Å):
1 C -0.208 2.136 -0.461  -0.626
2 C -0.531 0.696 -0.068  -0.202
3 C 0.358 0.138 1.194  -0.411
4 C 0.551 -1.364 0.911  -0.410
5 C -0.196 -1.657 -0.390  -0.396
6 C -0.222 -0.340 -1.160  -0.404
7 H 0.824 1.966 -0.216  0.210
8 H -0.596 2.958 0.160  0.212
9 H -0.247 2.440 -1.515  0.212
10 H -1.574 0.636 0.233  0.194
11 H -0.161 0.296 2.147  0.208
12 H 1.366 0.584 1.343  0.202
13 H 1.613 -1.596 0.802  0.198
14 H 0.182 -2.010 1.710  0.207
15 H 0.263 -2.480 -0.941  0.208
16 H -1.222 -1.955 -0.152  0.194
17 H 0.764 -0.151 -1.617  0.194
18 H -0.958 -0.345 -1.972  0.212

Output
**SMILES string**: CC1CCCC1
**Electronic energy**: -6416.1872 eV
**Kohn-Sham gap**: 11.8549 eV
**Spin multiplicity**: 1
**Largest force on an atom**: 1.94 eV/A
**Highest occupied orbital energy**: -10.58 eV
**LUMO level**: 1.3 eV
**Total charge**: 0

***

C10H38F6MnN17O15S2 | wB97M-V/def2-TZVPD

Each line ends with the Mulliken spin population.
Geometry (Å):
1 Mn -2.021 -2.413 0.722  4.343
2 C 2.060 -2.262 -0.025  0.046
3 F 1.972 -1.846 1.263  -0.001
4 F 3.248 -1.907 -0.569  -0.005
5 F 1.933 -3.620 -0.061  -0.011
6 S 0.639 -1.357 -1.073  0.289
7 O 1.120 -0.129 -1.721  -0.024
8 O 0.105 -2.400 -1.947  0.151
9 N -0.608 -1.139 0.142  -0.057
10 S -0.489 0.416 0.623  0.162
11 O -1.240 0.629 1.838  0.002
12 O 0.934 0.781 0.780  -0.014
13 C -1.454 1.416 -0.770  0.006
14 F -0.821 2.563 -0.866  -0.003
15 F -1.421 0.715 -1.938  0.000
16 F -2.746 1.714 -0.448  -0.003
17 O -0.877 1.610 4.340  0.000
18 H -1.070 1.420 3.421  0.000
19 H -1.603 2.164 4.628  0.001
20 O 1.112 -5.097 2.279  -0.049
21 H 0.748 -5.515 3.058  0.012
22 H 2.058 -5.216 2.362  0.010
23 O -0.886 -4.170 0.588  0.149
24 H -1.115 -4.865 -0.029  0.048
25 H -0.353 -4.605 1.253  -0.037
26 C -2.810 3.991 2.198  0.000
27 O -1.866 3.473 1.710  0.003
28 N -2.809 4.687 3.379  0.000
29 N -4.012 3.972 1.652  0.001
30 H -3.681 4.945 3.820  0.000
31 H -1.914 4.755 3.842  0.000
32 H -4.538 4.319 2.441  0.000
33 H -4.240 3.204 1.037  0.000
34 C -0.952 -2.470 3.762  0.241
35 O -1.679 -2.359 2.785  0.170
36 N -1.374 -2.599 4.965  -0.012
37 N 0.344 -2.459 3.683  -0.019
38 H -0.743 -2.855 5.711  -0.001
39 H -2.372 -2.660 5.108  -0.012
40 H 0.994 -2.458 4.456  0.007
41 H 0.726 -2.445 2.748  0.000
42 C 4.450 0.825 -3.801  0.000
43 O 5.600 0.498 -4.089  0.000
44 N 4.065 1.745 -2.958  0.000
45 N 3.387 0.196 -4.191  0.000
46 H 4.699 2.039 -2.228  0.000
47 H 3.069 1.727 -2.792  0.000
48 H 2.462 0.415 -3.848  0.000
49 H 3.518 -0.523 -4.887  0.000
50 C 1.075 -1.915 -6.234  -0.002
51 O 2.257 -2.149 -6.361  0.000
52 N 0.405 -2.019 -5.085  0.005
53 N 0.292 -1.466 -7.227  0.000
54 H -0.598 -1.909 -5.046  0.004
55 H 0.914 -2.421 -4.311  0.001
56 H -0.691 -1.257 -7.125  0.000
57 H 0.822 -1.149 -8.027  0.000
58 C -1.116 5.939 -0.708  0.000
59 O -0.256 5.573 0.139  0.000
60 N -1.054 7.056 -1.342  0.000
61 N -2.091 5.154 -1.094  0.000
62 H -0.389 7.804 -1.206  0.000
63 H -1.860 7.324 -1.889  0.000
64 H -2.748 5.333 -1.840  0.000
65 H -2.281 4.337 -0.532  0.000
66 C 1.733 -5.223 -2.926  0.038
67 O 2.619 -4.429 -3.148  -0.001
68 N 0.469 -5.019 -2.576  0.010
69 N 1.844 -6.497 -3.162  -0.002
70 H -0.325 -5.611 -2.776  -0.006
71 H 0.299 -4.027 -2.497  -0.046
72 H 2.596 -6.669 -3.814  0.000
73 H 1.136 -7.212 -3.068  0.000
74 C -4.183 -0.290 1.989  0.422
75 O -3.577 -1.078 1.325  0.266
76 N -5.326 0.174 1.705  -0.043
77 N -3.678 0.160 3.109  -0.023
78 H -5.852 0.687 2.398  -0.001
79 H -5.763 -0.252 0.900  -0.011
80 H -2.832 -0.298 3.415  0.000
81 H -4.178 0.857 3.642  0.000
82 C 4.521 2.691 2.612  0.000
83 O 5.442 1.998 2.552  0.000
84 N 4.527 3.948 2.849  0.000
85 N 3.309 2.212 2.468  0.000
86 H 3.623 4.271 3.160  0.000
87 H 5.437 4.272 3.144  0.000
88 H 3.301 1.319 1.994  0.000
89 H 2.635 2.930 2.243  0.000

Output
**Electronic energy**: -136328.2414 eV
**Kohn-Sham gap (spin up / spin down)**: 3.5353 / 8.0315 eV
**Spin multiplicity**: 7
**Largest force on an atom**: 7.46 eV/A
**Highest occupied orbital energy (spin up / spin down)**: -3.84 / -8.43 eV
**LUMO level (spin up / spin down)**: -0.3 / -0.4 eV
**Total charge**: 0

***

C3H11NO | wB97M-V/def2-TZVPD

Each line ends with the natural charge from an NBO analysis.
Geometry (Å):
1 C 0.344 1.074 -1.273  -0.626
2 C -0.530 0.190 -0.486  -0.412
3 C 0.025 -1.271 -0.697  -0.216
4 N 1.378 -1.564 0.020  -0.844
5 H -0.110 2.016 -1.358  0.215
6 H 0.647 0.669 -2.208  0.201
7 H 1.315 1.182 -0.954  0.205
8 H -0.540 0.547 0.654  0.189
9 H -1.620 0.257 -0.765  0.207
10 H 0.065 -1.365 -1.774  0.184
11 H -0.581 -2.023 -0.294  0.186
12 H 1.065 -1.527 0.931  0.345
13 H 2.147 -0.961 -0.245  0.360
14 O -1.160 1.370 2.912  -0.913
15 H -1.931 0.725 2.732  0.461
16 H -0.513 0.680 2.804  0.457

Output
**SMILES string**: CCCN.O
**Electronic energy**: -6825.6279 eV
**Kohn-Sham gap**: 10.0161 eV
**Spin multiplicity**: 1
**Largest force on an atom**: 4.26 eV/A
**Highest occupied orbital energy**: -9.34 eV
**LUMO level**: 0.7 eV
**Total charge**: 0